{
  "formula": "C5H7CeO4",
  "method": "the ωB97M-V functional and the def2-TZVPD basis",
  "symbols": ["O", "Ce", "C", "C", "H", "H", "H", "H", "C", "C", "O", "C", "O", "O", "H", "H", "H"],
  "xyz": [[0.60, -1.37, -0.50], [-1.57, -1.49, -1.55], [1.87, -1.13, -0.67], [2.18, 0.33, -0.51], [2.56, -1.82, -0.14], [2.24, -0.10, -1.76], [1.98, 0.50, 0.56], [3.26, 0.55, -0.54], [0.06, 1.62, -0.56], [-0.78, 0.52, -0.37], [-1.39, 0.56, 0.97], [-2.37, -0.27, 1.15], [-2.70, -1.16, 0.36], [-2.92, -0.12, 2.33], [0.19, 1.92, -1.60], [0.11, 2.41, 0.20], [-3.32, -0.95, 2.62]],
  "mulliken_charge": [-0.525, 1.865, 0.059, -0.749, 0.438, 0.202, 0.416, 0.358, -1.132, 0.264, -0.220, 0.929, -0.599, -0.352, 0.317, 0.340, 0.390],
  "de_lowest_kj_mol": 571.9,
  "charge": 2,
  "energy_ev": -26393.44537,
  "spin_multiplicity": 2,
  "lumo_energy_ev": [-8.977, -8.940]
}


{
  "formula": "C31H40N5O5PtSSeSi",
  "method": "the ωB97M-V functional and the def2-TZVPD basis",
  "symbols": ["Pt", "O", "C", "C", "C", "C", "C", "C", "C", "N", "N", "C", "O", "C", "C", "C", "C", "C", "C", "H", "H", "H", "H", "H", "H", "H", "H", "H", "H", "C", "C", "C", "C", "O", "Si", "S", "O", "C", "C", "C", "C", "O", "C", "C", "C", "C", "H", "H", "H", "H", "H", "H", "H", "H", "H", "H", "H", "H", "H", "H", "H", "H", "H", "H", "H", "H", "H", "H", "H", "H", "H", "H", "H", "Se", "N", "C", "C", "C", "C", "N", "C", "N", "H", "H", "H"],
  "xyz": [[0.34, 0.09, -0.62], [1.10, -1.84, -1.24], [1.98, -2.52, -0.64], [2.01, -3.94, -0.86], [2.90, -4.73, -0.21], [3.87, -4.18, 0.69], [3.90, -2.84, 0.90], [2.98, -1.96, 0.26], [3.17, -0.58, 0.41], [2.38, 0.36, -0.09], [2.88, 1.57, -0.11], [2.11, 2.39, -0.86], [1.05, 2.00, -1.44], [2.55, 3.79, -1.02], [1.84, 4.63, -1.87], [2.23, 5.95, -2.02], [3.33, 6.43, -1.32], [4.04, 5.59, -0.47], [3.66, 4.27, -0.32], [1.28, -4.34, -1.55], [2.90, -5.80, -0.39], [4.57, -4.83, 1.18], [4.65, -2.41, 1.56], [4.08, -0.23, 0.90], [0.99, 4.24, -2.42], [1.69, 6.61, -2.69], [3.64, 7.46, -1.43], [4.90, 5.97, 0.07], [4.21, 3.60, 0.33], [1.74, -1.12, 3.72], [0.71, 0.00, 3.77], [-0.02, -0.02, 5.10], [1.35, 1.35, 3.52], [-0.23, -0.18, 2.67], [-1.42, -1.25, 2.46], [-1.50, -1.59, 0.25], [-2.90, -0.82, 2.91], [-3.64, 0.31, 3.45], [-4.99, 0.32, 2.77], [-3.80, 0.05, 4.94], [-2.90, 1.61, 3.19], [-0.97, -2.71, 2.97], [-1.70, -3.89, 3.38], [-0.68, -5.02, 3.35], [-2.23, -3.66, 4.79], [-2.84, -4.16, 2.40], [2.50, -0.95, 4.48], [2.22, -1.14, 2.74], [1.28, -2.09, 3.90], [0.70, 0.05, 5.92], [-0.58, -0.96, 5.23], [-0.71, 0.82, 5.19], [2.08, 1.58, 4.30], [0.60, 2.14, 3.51], [1.87, 1.35, 2.56], [-5.47, -0.66, 2.85], [-4.90, 0.59, 1.72], [-5.64, 1.06, 3.25], [-4.35, -0.87, 5.11], [-4.36, 0.87, 5.40], [-2.83, -0.03, 5.44], [-2.76, 1.77, 2.11], [-1.91, 1.62, 3.66], [-3.48, 2.44, 3.58], [0.14, -4.80, 4.03], [-0.28, -5.14, 2.35], [-1.15, -5.96, 3.66], [-1.41, -3.45, 5.47], [-2.75, -4.55, 5.14], [-2.93, -2.83, 4.80], [-2.45, -4.32, 1.39], [-3.55, -3.33, 2.39], [-3.38, -5.06, 2.70], [-4.55, -1.16, -0.58], [-5.02, 0.53, -0.87], [-3.95, 1.33, -0.75], [-3.95, 2.72, -0.86], [-2.75, 3.40, -0.71], [-1.57, 2.70, -0.50], [-1.54, 1.35, -0.39], [-2.70, 0.72, -0.46], [-2.80, -0.62, -0.26], [-4.88, 3.24, -1.06], [-2.71, 4.47, -0.78], [-0.63, 3.21, -0.43]],
  "mulliken_charge": [1.647, -0.939, 0.867, -0.682, -0.376, -0.733, -0.737, 0.659, -0.280, 0.072, -0.669, 0.345, -0.901, 0.637, -0.317, -0.761, -0.356, -0.702, -0.232, 0.509, 0.419, 0.457, 0.428, 0.445, 0.462, 0.404, 0.400, 0.399, 0.437, -1.453, 1.375, -1.555, -1.472, 1.478, -1.591, -0.495, 1.045, 1.756, -1.742, -1.760, -0.894, 0.210, 1.641, -1.756, -1.463, -1.340, 0.547, 0.167, 0.126, 0.615, 0.108, 0.304, 0.404, 0.320, 0.118, 0.286, 0.422, 0.466, 0.327, 0.494, 0.266, -0.106, -0.077, 0.621, 0.345, 0.367, 0.420, 0.275, 0.543, 0.061, 0.284, 0.138, 0.552, 0.222, -0.820, 0.640, -0.816, -0.701, -0.406, -0.350, 0.636, -0.094, 0.492, 0.462, 0.454],
  "de_lowest_kj_mol": 0.0,
  "charge": 1,
  "energy_ev": -137786.09247,
  "spin_multiplicity": 5,
  "lumo_energy_ev": [-3.112, -5.121]
}


{
  "formula": "C7H8",
  "method": "the ωB97M-V functional and the def2-TZVPD basis",
  "symbols": ["C", "C", "C", "C", "C", "C", "C", "H", "H", "H", "H", "H", "H", "H", "H"],
  "xyz": [[-0.42, 1.38, -1.16], [0.35, 0.46, -0.20], [-0.60, -0.59, 0.34], [-0.91, -0.76, 1.67], [-1.41, -1.34, 2.73], [1.51, -0.15, -0.87], [2.44, -0.66, -1.43], [-0.83, 0.80, -1.99], [-1.24, 1.87, -0.63], [0.25, 2.15, -1.57], [0.71, 1.07, 0.65], [-1.02, -1.26, -0.41], [0.26, -0.83, 1.64], [-2.37, -1.02, 3.14], [3.27, -1.13, -1.92]],
  "mulliken_charge": [-1.503, 0.423, -0.248, -0.252, -0.520, -0.760, 0.184, 0.356, 0.381, 0.384, 0.312, 0.364, 0.258, 0.187, 0.436],
  "de_lowest_kj_mol": 718.7,
  "energy_ev": -7381.29862,
  "spin_multiplicity": 1,
  "lumo_energy_ev": -0.087
}


{
  "formula": "CH2O3S",
  "method": "the ωB97M-V functional and the def2-TZVPD basis",
  "symbols": ["C", "O", "O", "O", "S", "H", "H"],
  "xyz": [[-0.42, 0.54, -0.32], [2.05, 0.93, 0.14], [1.14, -1.44, -0.07], [-1.55, -0.54, 0.34], [1.05, -0.05, 0.32], [-0.62, 1.56, 0.07], [-1.64, -1.01, -0.49]],
  "mulliken_charge": [-0.110, -0.451, -0.451, -0.446, 0.815, 0.305, 0.339],
  "de_lowest_kj_mol": 426.5,
  "energy_ev": -18041.27386,
  "spin_multiplicity": 3,
  "lumo_energy_ev": [0.385, -3.396]
}


{
  "formula": "C2H5NO",
  "method": "the ωB97M-V functional and the def2-TZVPD basis",
  "symbols": ["C", "N", "C", "O", "H", "H", "H", "H", "H"],
  "xyz": [[-0.15, -0.44, -1.46], [0.42, -0.69, -0.14], [0.30, 0.22, 0.88], [-0.52, 1.10, 0.93], [-1.24, -0.41, -1.39], [0.22, 0.51, -1.83], [0.16, -1.27, -2.08], [0.72, -1.60, 0.17], [1.10, 0.08, 1.63]],
  "mulliken_charge": [-0.697, -0.179, 0.013, -0.522, 0.264, 0.234, 0.308, 0.238, 0.339],
  "de_lowest_kj_mol": 71.6,
  "energy_ev": -5692.48782,
  "spin_multiplicity": 1,
  "lumo_energy_ev": 0.943
}


{
  "formula": "C4H6N2",
  "method": "the ωB97M-V functional and the def2-TZVPD basis",
  "symbols": ["C", "C", "N", "C", "N", "C", "H", "H", "H", "H", "H", "H"],
  "xyz": [[-1.83, -0.34, 0.02], [-0.35, -0.14, 0.01], [0.51, -1.08, -0.12], [1.80, -0.41, -0.11], [1.61, 1.02, 0.05], [0.34, 1.17, 0.12], [-2.31, 0.29, 0.78], [-2.07, -1.39, 0.22], [-2.26, -0.07, -0.95], [2.32, -0.60, -1.06], [2.42, -0.80, 0.70], [-0.13, 2.14, 0.25]],
  "mulliken_charge": [-1.079, 0.832, -0.525, -0.360, -0.491, -0.199, 0.313, 0.302, 0.268, 0.282, 0.280, 0.376],
  "de_lowest_kj_mol": 65.1,
  "energy_ev": -7224.91584,
  "spin_multiplicity": 1,
  "lumo_energy_ev": 0.704
}


Max |F| values (in eV/A) by entry order: 5.905; 0.428; 0.508; 5.539; 1.193; 0.388.